Entry 1:
Density functional theory data (wB97M-V/def2-TZVPD) for a structure of composition C24H36AuN4O2S.

Calculated values
ΔE to the lowest compared entry with this formula, charge and spin	6.8	kcal per mole
strongest force on any atom	0.0137	Eh/bohr
total charge	+1

```
68
Properties=species:S:1:pos:R:3:lowdin_charge:R:1
Au 0.896 -2.082 -0.288 0.802
C -2.161 2.614 1.294 -0.058
N -2.108 1.437 0.449 -0.127
C -2.110 1.684 -0.982 -0.032
C -1.871 0.169 0.898 -0.506
O -1.579 -0.744 0.128 -0.074
N -1.917 -0.007 2.280 -0.159
C -1.205 -1.166 2.787 -0.058
C -3.142 0.306 3.000 -0.055
H -1.592 3.415 0.817 0.089
H -1.713 2.406 2.262 0.076
H -3.183 2.971 1.443 0.092
H -3.016 2.218 -1.276 0.094
H -2.057 0.738 -1.508 0.084
H -1.245 2.294 -1.261 0.088
H -0.221 -1.234 2.328 0.061
H -1.736 -2.106 2.598 0.079
H -1.084 -1.051 3.864 0.094
H -3.752 1.008 2.439 0.079
H -2.921 0.742 3.976 0.093
H -3.737 -0.601 3.160 0.093
C -4.377 -2.696 -0.462 -0.119
C -3.137 -3.479 -0.055 -0.382
S -1.853 -3.316 -1.295 0.950
O -0.546 -3.671 -0.571 -0.678
C -2.193 -4.766 -2.300 -0.381
C -1.901 -6.099 -1.629 -0.120
H -5.140 -2.785 0.311 0.083
H -4.808 -3.066 -1.393 0.073
H -4.138 -1.641 -0.595 0.066
H -3.346 -4.536 0.107 0.089
H -2.675 -3.072 0.842 0.065
H -1.573 -4.621 -3.185 0.089
H -3.237 -4.662 -2.608 0.094
H -0.977 -6.046 -1.055 0.066
H -1.784 -6.868 -2.391 0.083
H -2.702 -6.411 -0.961 0.073
N 3.880 -4.011 -0.428 -0.075
N 2.487 -4.319 -0.399 -0.138
H 4.448 -4.851 -0.410 0.064
H 4.093 -3.459 0.390 0.056
H 2.239 -4.973 0.337 0.071
H 2.229 -4.733 -1.284 0.065
C 1.820 -0.371 -0.163 -0.106
C 2.156 0.818 -0.201 -0.112
C 2.468 2.139 -0.281 -0.077
C 2.900 2.690 -1.569 -0.173
C 3.589 1.863 -2.463 -0.001
C 3.974 2.348 -3.699 -0.051
C 3.646 3.648 -4.064 -0.051
C 2.928 4.464 -3.199 -0.054
C 2.559 3.992 -1.952 -0.024
C 2.307 2.989 0.903 -0.165
C 1.446 2.577 1.928 -0.011
C 1.284 3.361 3.054 -0.057
C 1.995 4.550 3.177 -0.049
C 2.872 4.955 2.180 -0.050
C 3.030 4.178 1.045 -0.016
H 3.833 0.851 -2.168 0.121
H 4.525 1.714 -4.379 0.114
H 3.946 4.025 -5.033 0.114
H 2.650 5.465 -3.500 0.113
H 1.970 4.616 -1.294 0.119
H 0.897 1.650 1.818 0.108
H 0.610 3.046 3.839 0.111
H 1.873 5.159 4.064 0.114
H 3.441 5.867 2.292 0.114
H 3.747 4.471 0.292 0.121
```



Entry 2:
Density functional theory data (wB97M-V/def2-TZVPD) for a cluster of 2 separate species, C4H2IO2 in total in a non-equilibrium geometry.

Calculated values
ΔE to the lowest compared entry with this formula, charge and spin	22.1	kcal per mole
strongest force on any atom	0.0687	Eh/bohr
total charge	-1

```
9
Properties=species:S:1:pos:R:3:lowdin_charge:R:1
C 0.947 -1.900 -1.327 -0.034
C 0.431 -1.302 -0.381 -0.453
C -0.109 2.128 0.424 -0.483
C -0.267 -0.625 0.504 -0.665
O -0.522 2.093 1.522 0.114
O 0.478 2.393 -0.541 0.171
I -2.471 -0.744 0.353 0.479
H 1.586 -1.629 -2.046 -0.079
H -0.074 -0.414 1.491 -0.049
```